Record 1
# C39H55N4O2P2PdSb

C39H55N4O2P2PdSb as an isolated structure in a non-equilibrium geometry (ωB97M-V with the def2-TZVPD basis set, OMol25).

Cartesian coordinates (Å):
Pd: 0.36203 1.09777 -0.65198
C: -1.77580 3.98128 -0.80359
C: -2.20751 3.06397 -1.94699
P: -0.88008 1.89122 -2.33345
C: -1.59329 0.53839 -3.27223
C: -2.63589 -0.18214 -2.68172
C: -3.16066 -1.29296 -3.32103
C: -2.63659 -1.70155 -4.54248
C: -1.57320 -1.01561 -5.11227
C: -1.03717 0.09411 -4.47172
C: 0.16665 2.89839 -3.41421
C: -0.29889 3.26616 -4.68121
C: 0.46292 4.09444 -5.48777
C: 1.68681 4.57415 -5.03555
C: 2.14569 4.23355 -3.77209
C: 1.38909 3.39602 -2.96278
C: -2.08872 3.31406 0.53306
P: -0.87349 2.03067 1.00726
C: -1.89558 0.83621 1.89285
C: -2.67879 1.21656 2.98424
C: -3.53035 0.30159 3.58145
C: -3.62307 -0.99179 3.08412
C: -2.86080 -1.37150 1.99057
C: -1.99496 -0.46321 1.39895
C: 0.26994 2.92773 2.08576
C: -0.20203 3.70062 3.14851
C: 0.68028 4.42535 3.93316
C: 2.03849 4.41090 3.64699
C: 2.51649 3.65903 2.58371
C: 1.63684 2.91584 1.81177
H: -2.28904 4.93898 -0.87784
H: -0.70519 4.20421 -0.87568
H: -2.39136 3.63183 -2.86015
H: -3.12587 2.52898 -1.69875
H: -3.03830 0.12236 -1.72112
H: -3.98110 -1.83595 -2.87094
H: -3.05983 -2.55807 -5.05135
H: -1.16720 -1.33335 -6.06395
H: -0.20118 0.61865 -4.91762
H: -1.26044 2.91271 -5.03621
H: 0.10058 4.37082 -6.46894
H: 2.27859 5.22236 -5.66826
H: 3.09047 4.62090 -3.41459
H: 1.74300 3.14331 -1.96988
H: -3.07110 2.84181 0.49815
H: -2.09873 4.05732 1.32988
H: -2.63972 2.22538 3.37059
H: -4.13781 0.60491 4.42369
H: -4.29667 -1.70027 3.54795
H: -2.94734 -2.37516 1.59419
H: -1.40404 -0.75555 0.53738
H: -1.25784 3.74722 3.37811
H: 0.30382 5.01547 4.75804
H: 2.72270 4.99333 4.24972
H: 3.57274 3.65871 2.34978
H: 2.02736 2.31447 0.99980
N: 1.64647 0.31815 -2.17614
C: 1.47061 -1.15388 -2.09856
C: 2.49988 -1.87702 -2.97499
C: 2.37574 -3.39503 -3.18342
C: 0.97000 -3.95341 -3.43099
N: 0.32558 -4.20569 -2.14645
C: -0.49280 -5.18811 -1.84981
N: -0.82733 -5.37695 -0.56425
N: -1.02817 -5.97851 -2.78794
C: 1.53478 -1.47120 -0.59340
O: 1.33679 -2.63780 -0.21788
O: 1.75452 -0.47532 0.15581
H: 1.54682 0.66015 -3.12796
H: 2.58539 0.54276 -1.85509
H: 0.45567 -1.38197 -2.44159
H: 3.49360 -1.67599 -2.56492
H: 2.46349 -1.39517 -3.95808
H: 2.80138 -3.92069 -2.32772
H: 2.99082 -3.64944 -4.04612
H: 1.05969 -4.88683 -3.98868
H: 0.36544 -3.25951 -4.02495
H: 0.68689 -3.62264 -1.35252
H: -0.34320 -4.85526 0.15037
H: -1.40647 -6.14665 -0.28053
H: -0.81159 -5.84368 -3.75852
H: -1.58831 -6.77528 -2.54126
C: 3.59014 -2.32082 3.60037
C: 3.06861 -0.94865 4.02654
Sb: 1.18147 -0.42737 3.14966
C: 0.21831 -2.36417 3.15272
C: -0.56350 -2.77811 4.39832
C: 0.40734 0.66010 4.85058
C: 0.25293 -0.03661 6.20883
H: 4.60044 -2.48472 3.98004
H: 3.62962 -2.41994 2.51244
H: 2.96604 -3.12478 3.99080
H: 3.76327 -0.15697 3.74600
H: 2.93017 -0.90623 5.10824
H: 1.03172 -3.06064 2.94364
H: -0.43018 -2.33765 2.27688
H: 0.08387 -2.86602 5.27059
H: -1.04651 -3.75035 4.25566
H: -1.35109 -2.06021 4.63184
H: -0.54569 1.07415 4.51718
H: 1.13665 1.47321 4.92170
H: -0.61704 -0.68839 6.23058
H: 0.12190 0.69466 7.01054
H: 1.13100 -0.63017 6.46910

Force components x, y, z for each atom (eV/Å):
0.41 -0.53 -0.72
-0.05 -0.06 0.07
-0.14 -0.01 -0.08
0.11 1.05 0.39
0.24 -0.39 0.13
-0.02 0.05 -0.06
0.02 0.01 -0.01
0.01 -0.03 0.02
0.03 0.01 0.01
-0.07 -0.01 0.01
0.08 -0.14 -0.14
0.01 0.00 0.05
0.00 0.01 0.00
-0.01 0.00 0.01
-0.02 -0.02 0.01
-0.03 -0.01 -0.05
0.05 0.12 -0.07
0.09 -0.03 0.23
-0.06 -0.13 0.02
-0.03 -0.05 -0.06
-0.03 0.03 -0.01
-0.01 -0.01 0.02
-0.07 0.05 -0.07
-0.16 0.12 -0.06
-0.02 0.18 0.04
0.06 -0.03 -0.06
0.01 0.03 -0.01
-0.02 0.00 0.04
-0.03 0.02 -0.05
0.01 0.05 0.00
-0.08 -0.04 0.01
-0.01 0.09 -0.01
-0.02 -0.07 -0.05
-0.02 0.03 0.00
-0.02 0.00 -0.02
0.00 0.01 -0.01
-0.01 0.02 0.00
0.01 -0.01 0.01
-0.05 0.04 -0.05
0.01 -0.01 -0.02
0.00 0.00 0.01
-0.01 -0.01 0.01
-0.01 0.00 0.01
0.02 0.00 0.03
-0.05 0.06 0.04
-0.03 -0.05 0.06
0.00 0.00 0.02
0.03 -0.01 0.02
0.01 0.00 0.00
0.04 0.00 0.02
0.08 -0.06 0.04
0.00 0.02 0.01
0.01 -0.02 0.00
0.00 -0.01 0.00
0.00 -0.04 0.02
0.01 -0.05 0.01
-0.30 -0.29 -0.24
0.01 -0.05 -0.02
-0.02 0.05 -0.04
-0.03 0.04 0.10
0.01 0.08 0.02
0.14 0.22 0.14
-0.15 -0.04 0.04
0.02 0.06 -0.05
0.06 0.02 0.03
-0.16 -0.22 0.10
0.08 0.00 -0.17
-0.09 0.10 0.09
0.07 -0.02 -0.02
0.01 0.09 -0.02
-0.01 0.05 -0.05
0.03 0.01 -0.07
-0.01 0.01 0.01
0.00 -0.04 -0.02
0.05 0.00 0.03
0.00 -0.02 0.02
0.00 -0.04 -0.05
0.02 -0.10 -0.05
0.01 -0.03 0.01
-0.01 0.00 0.00
0.00 0.00 -0.01
0.02 -0.02 0.00
0.12 0.15 0.03
-0.06 -0.27 0.16
-0.27 0.38 -0.17
0.04 0.03 0.32
0.01 -0.11 -0.17
-0.01 -0.50 0.31
0.05 0.24 -0.07
-0.01 -0.01 -0.01
-0.03 -0.02 0.01
-0.01 0.00 -0.01
0.03 0.00 0.02
0.14 0.01 0.01
-0.08 -0.07 -0.08
0.09 -0.13 0.00
-0.01 0.05 0.01
0.02 0.01 0.01
0.03 0.00 0.02
0.08 0.16 0.12
-0.13 0.11 -0.01
0.02 -0.06 -0.02
0.00 0.01 -0.03
-0.03 -0.04 -0.02

As for the net charge: +2. Its HOMO-LUMO gap is 5.46 eV.

Record 2
# C42H40B2F6N8O2S2W

C42H40B2F6N8O2S2W as an isolated structure in a non-equilibrium geometry (ωB97M-V with the def2-TZVPD basis set, OMol25).

Cartesian coordinates (Å):
W: 0.44688 -0.24109 -0.68113
C: -2.42432 -5.58679 -3.36883
C: -1.64992 -6.29849 -2.44363
C: -0.70392 -5.66639 -1.66743
C: -0.52672 -4.29379 -1.83523
C: 0.34828 -3.35029 -1.21923
N: 1.20548 -3.68799 -0.27623
C: 1.98588 -2.81809 0.33207
C: 2.87358 -3.16079 1.40017
C: 3.11988 -4.35229 2.07477
C: 3.97898 -4.31329 3.15157
C: 4.62488 -3.13049 3.53017
C: 4.41678 -1.95069 2.84597
C: 3.52058 -1.96669 1.78357
C: 3.01028 -0.93649 0.93117
N: 3.44838 0.30091 0.95717
C: 3.04118 1.23371 0.12577
N: 2.07248 1.09701 -0.86913
C: 2.03708 2.32051 -1.54613
N: 1.29028 2.61391 -2.58793
C: 0.44838 1.76261 -3.13503
N: 0.14898 0.47721 -2.65743
C: -0.76002 -0.07349 -3.58263
N: -1.26682 -1.28679 -3.55003
C: -0.86652 -2.22139 -2.71873
N: 0.12218 -2.06819 -1.73253
C: -1.30412 -3.57819 -2.77303
C: -2.26652 -4.22919 -3.54053
C: -1.02402 0.85801 -4.62673
C: -1.80972 0.77381 -5.77503
C: -1.83462 1.85921 -6.62033
C: -1.08922 3.01141 -6.34013
C: -0.30202 3.10511 -5.21413
C: -0.26372 2.01571 -4.34603
C: 2.94768 3.24551 -0.94633
C: 3.23698 4.58801 -1.18533
C: 4.16488 5.20771 -0.37693
C: 4.83388 4.50291 0.63207
C: 4.56258 3.17531 0.88297
C: 3.59168 2.55161 0.10327
N: 2.04418 -1.45309 0.07167
H: -3.15672 -6.11919 -3.95623
H: -1.79442 -7.36539 -2.34433
H: -0.11202 -6.21289 -0.95103
H: 2.64308 -5.26599 1.75597
H: 4.14998 -5.21119 3.72647
H: 5.29908 -3.15269 4.37627
H: 4.90948 -1.03449 3.12797
H: -2.86392 -3.66949 -4.24003
H: -2.37062 -0.12209 -5.98273
H: -2.43252 1.82691 -7.51893
H: -1.13692 3.84081 -7.02983
H: 0.27798 3.98671 -5.00323
H: 2.73348 5.11791 -1.97703
H: 4.39098 6.25481 -0.52453
H: 5.57428 5.02071 1.22367
H: 5.07308 2.62651 1.65807
F: 0.48418 1.53781 3.51227
B: 0.49808 0.25581 3.12157
F: 1.57498 -0.44549 3.45807
F: -0.67232 -0.38639 3.29787
F: 0.58028 0.38901 1.45717
C: -1.09512 6.22631 2.09077
C: 0.21988 5.69861 1.51807
C: 0.29038 4.18111 1.38247
S: -0.71052 3.52301 -0.02453
O: -0.20662 2.11491 -0.18593
C: -2.35492 3.29611 0.82037
C: -2.43432 2.02251 1.65247
C: -2.70352 2.26791 3.13117
H: -0.95182 7.22061 2.50597
H: -1.45182 5.58581 2.89337
H: -1.86592 6.29831 1.32987
H: 1.02708 6.00741 2.18457
H: 0.40988 6.15951 0.54717
H: -0.00382 3.67511 2.29927
H: 1.30978 3.88161 1.13177
H: -3.06992 3.27571 0.00147
H: -2.52832 4.18201 1.41747
H: -1.49142 1.47431 1.55707
H: -3.22112 1.38311 1.24847
H: -1.86892 2.77611 3.60267
H: -2.82132 1.31521 3.63957
H: -3.60472 2.85891 3.27677
F: -2.52782 1.00921 -1.28803
B: -1.78542 0.00131 -0.78673
F: -2.64672 -1.05579 -0.71843
C: -4.22232 -2.63139 1.53487
C: -2.85212 -2.20089 2.02997
S: -1.52452 -2.86939 0.93357
O: -0.52222 -1.73439 0.88947
C: -0.78192 -4.08559 2.08277
C: -1.72502 -5.26269 2.24277
H: -4.99512 -1.98459 1.94737
H: -4.43832 -3.65489 1.82577
H: -4.26772 -2.57379 0.44887
H: -2.67872 -2.49239 3.06037
H: -2.72192 -1.12569 1.95177
H: -0.52262 -3.59119 3.01567
H: 0.13448 -4.39769 1.58387
H: -2.62152 -4.99359 2.79367
H: -1.23052 -6.07039 2.77887
H: -2.02282 -5.61839 1.25867

Force components x, y, z for each atom (eV/Å):
-1.17 -0.28 0.63
-0.04 -0.03 0.00
-0.01 -0.06 0.00
0.17 0.22 0.08
-0.81 -0.10 -0.97
0.67 1.61 -0.29
0.40 -0.10 0.22
-0.65 0.96 -1.22
0.88 0.45 0.73
-0.18 0.17 -0.28
0.07 -0.03 0.11
0.04 -0.09 0.03
-0.09 0.14 -0.23
-0.09 -1.25 0.26
-1.05 0.41 -1.04
0.28 0.04 0.15
-1.20 -1.13 -0.64
1.00 1.59 0.04
-0.62 -1.47 -0.37
0.23 0.35 0.05
0.53 -1.41 1.08
-0.61 0.98 -1.15
0.73 -0.33 1.41
-0.05 0.04 -0.23
1.03 1.00 0.87
-0.69 -1.50 -0.44
0.24 -1.03 0.44
0.16 0.21 0.03
0.29 1.02 -0.30
0.11 -0.11 0.21
-0.01 0.00 -0.01
-0.01 0.07 -0.04
0.12 -0.07 0.19
-0.86 -0.53 -0.67
0.89 0.08 0.95
-0.23 -0.24 -0.16
0.08 0.00 0.03
0.02 0.13 0.02
-0.16 -0.25 -0.05
-0.03 1.07 -0.65
0.81 -0.96 1.28
-0.09 -0.03 -0.05
-0.03 -0.04 0.02
0.13 -0.07 0.09
-0.08 -0.13 0.03
0.08 -0.09 0.01
-0.01 0.04 0.01
0.03 0.12 0.07
-0.10 0.06 -0.16
-0.10 -0.13 -0.03
-0.06 -0.01 -0.06
0.02 0.09 -0.04
0.11 0.18 0.03
-0.08 0.09 -0.13
0.02 0.03 -0.04
0.05 0.02 0.08
0.03 -0.05 0.12
0.10 1.13 0.36
-0.55 -0.01 -1.88
1.16 -0.68 0.36
-0.94 -0.45 0.42
0.25 0.00 0.33
0.23 0.08 -0.05
-0.19 -0.04 0.08
-0.25 0.13 -0.38
-0.26 -0.26 1.03
-0.09 0.66 -0.30
0.35 0.00 -0.41
0.29 -0.14 0.22
-0.01 -0.04 -0.16
-0.03 0.13 -0.01
-0.08 -0.07 0.13
-0.18 -0.03 -0.07
0.10 -0.08 -0.06
0.12 0.06 -0.02
-0.03 -0.20 0.00
-0.09 -0.14 -0.06
0.01 0.08 -0.09
-0.03 0.23 0.04
-0.14 -0.07 -0.07
0.02 0.01 -0.09
0.14 0.13 0.09
-0.03 -0.08 0.13
-0.15 0.08 0.07
0.39 0.77 0.01
-0.02 -0.43 -0.52
0.06 -0.41 0.48
0.06 -0.05 -0.07
-0.06 -0.22 -0.49
-0.17 0.24 1.25
0.18 -0.17 -0.12
-0.12 0.15 -0.36
0.02 0.12 0.01
-0.03 -0.01 0.04
-0.11 -0.16 0.03
-0.09 0.08 -0.03
0.22 -0.04 0.11
0.19 0.05 -0.05
-0.07 0.21 0.04
-0.05 0.05 0.01
-0.13 0.01 0.09
0.00 -0.05 -0.01
-0.08 -0.21 -0.06

As for the net charge: 0. Its HOMO-LUMO gap (alpha / beta) is 4.61 / 4.63 eV. Its energy relative to the best compared isomer or geometry (same formula, charge and spin) is 111.5 kcal per mole.

Record 3
# C49H38N5O3TeTi

C49H38N5O3TeTi as an isolated structure in a non-equilibrium geometry (ωB97M-V with the def2-TZVPD basis set, OMol25).

Cartesian coordinates (Å):
Ti: 0.02372 -0.02626 -0.00475
C: 5.67085 3.86745 0.42959
C: 4.34121 3.22177 0.21036
C: 3.20152 3.97796 -0.06782
C: 1.98506 3.36758 -0.34249
C: 0.71265 4.10143 -0.63673
O: -0.35113 3.57106 -0.35201
C: 0.83384 5.43670 -1.24383
C: -0.13272 6.40629 -0.96954
C: -0.00128 7.68624 -1.47417
C: 1.08146 8.01423 -2.27630
C: 2.01831 7.04309 -2.59694
C: 1.89915 5.76575 -2.08742
C: 1.87709 1.96371 -0.27261
O: 0.74595 1.36950 -0.57187
C: 3.01014 1.17757 0.09133
C: 4.23113 1.84300 0.28770
C: 2.89881 -0.25311 0.28222
N: 1.70645 -0.80485 0.42041
C: 1.52240 -2.24283 0.50251
C: 1.63053 -2.85519 -0.88963
Te: 0.39303 -1.70963 -2.28554
C: 2.04492 -0.64435 -3.17548
C: 2.05918 0.74412 -3.19603
C: 3.14867 1.40250 -3.74428
C: 4.19204 0.68000 -4.30051
C: 4.14003 -0.70502 -4.33427
C: 3.06705 -1.37529 -3.77136
C: 4.15145 -1.03487 0.26799
C: 4.55299 -1.85072 1.32515
C: 5.73190 -2.57018 1.23475
C: 6.51581 -2.48758 0.09505
C: 6.13760 -1.65742 -0.94873
C: 4.96882 -0.92569 -0.86062
H: 5.60486 4.94670 0.34200
H: 6.37887 3.49556 -0.30965
H: 6.06029 3.62118 1.41588
H: 3.26260 5.05525 -0.06815
H: -0.97086 6.14640 -0.34210
H: -0.74595 8.43360 -1.24887
H: 1.19468 9.01740 -2.65736
H: 2.84190 7.28194 -3.25218
H: 2.61647 5.00946 -2.36689
H: 5.10702 1.26169 0.53587
H: 0.50753 -2.41901 0.91513
H: 2.25694 -2.70889 1.17245
H: 1.30043 -3.89341 -0.88329
H: 2.66427 -2.80821 -1.24256
H: 1.22121 1.30891 -2.80121
H: 3.17177 2.48155 -3.74546
H: 5.03743 1.19818 -4.72359
H: 4.92920 -1.26798 -4.80613
H: 3.01474 -2.45684 -3.80264
H: 3.97512 -1.88301 2.23919
H: 6.04572 -3.19360 2.05829
H: 7.43221 -3.05058 0.03094
H: 6.75810 -1.57492 -1.82792
H: 4.67554 -0.26573 -1.66323
C: -8.87737 -1.98473 10.08552
O: -8.97138 -2.29486 8.71016
C: -7.96495 -1.98979 7.89089
C: -6.77620 -1.35873 8.27717
C: -5.79446 -1.09947 7.34751
C: -5.96102 -1.45897 6.00689
C: -7.16030 -2.08003 5.62101
C: -8.14016 -2.33866 6.53957
C: -4.96663 -1.21061 5.00919
N: -5.08846 -1.54396 3.73413
C: -3.96290 -1.13214 3.12795
C: -3.09757 -0.52128 4.06143
N: -3.76370 -0.58922 5.24643
C: -1.83951 0.00457 3.70275
C: -0.91508 0.61035 4.57180
C: 0.27414 1.09879 4.06611
C: 0.54259 0.98442 2.70493
N: -0.30116 0.39204 1.85932
C: -1.48232 -0.09860 2.32388
C: -2.35966 -0.68962 1.36345
N: -1.95168 -0.69579 0.05978
C: -2.78883 -1.18502 -0.85192
C: -4.02273 -1.74900 -0.54091
C: -4.43620 -1.78757 0.77374
C: -3.61722 -1.22521 1.75400
H: -9.80787 -2.33483 10.52735
H: -8.78310 -0.90618 10.23743
H: -8.03425 -2.50556 10.54740
H: -6.61337 -1.06471 9.30085
H: -4.89365 -0.60873 7.68409
H: -7.28371 -2.33991 4.58388
H: -9.06354 -2.81141 6.24897
H: -3.45438 -0.23301 6.13397
H: -1.12988 0.69423 5.62433
H: 0.99904 1.56578 4.71654
H: 1.46101 1.38120 2.27607
H: -2.47859 -1.13890 -1.89598
H: -4.64387 -2.14893 -1.32528
H: -5.37644 -2.22839 1.05843

Force components x, y, z for each atom (eV/Å):
-2.48 -2.71 -1.80
0.09 -0.02 0.04
-0.14 -0.09 0.03
0.01 -0.49 0.03
-0.37 -0.78 0.08
-0.34 -0.27 0.11
0.26 0.85 -0.02
-0.13 0.53 -0.24
0.09 -0.19 0.06
-0.04 0.08 -0.04
0.02 -0.14 0.03
0.05 0.09 -0.14
-0.20 -0.13 0.10
2.18 0.95 0.44
0.95 2.55 -1.47
-0.53 0.87 -0.27
-0.32 0.07 0.02
-0.51 -0.53 0.16
3.20 0.01 0.22
0.04 -0.49 -0.06
-0.18 -0.01 -0.08
1.02 -0.36 -0.52
-0.43 -0.20 0.13
-0.27 -0.06 0.08
0.01 -0.01 -0.03
0.00 0.02 0.01
0.00 -0.03 -0.01
-0.27 -0.11 0.16
0.24 -0.26 -0.01
-0.08 0.16 -0.02
0.03 -0.06 0.05
-0.02 0.05 0.01
0.01 -0.05 -0.01
-0.19 -0.02 0.11
0.06 0.10 -0.01
0.12 0.09 -0.01
0.08 0.04 0.05
0.03 0.09 -0.02
-0.09 -0.04 0.08
-0.07 0.06 0.06
-0.03 0.08 -0.05
0.07 0.04 -0.06
0.13 -0.04 -0.03
0.06 -0.02 0.05
0.34 -0.08 0.01
-0.40 0.08 -0.07
-0.02 0.07 -0.11
-0.19 0.03 -0.12
0.19 -0.05 -0.08
0.00 0.12 -0.02
0.10 0.05 -0.09
0.12 -0.07 -0.05
0.09 -0.01 -0.03
-0.06 -0.04 0.04
0.01 -0.03 0.08
0.12 -0.09 -0.01
0.05 0.01 -0.08
-0.03 0.05 -0.11
0.03 0.08 0.32
-0.19 -0.14 -0.32
0.37 0.09 -0.41
-0.32 -0.08 0.32
-0.05 -0.15 -0.57
-0.54 -0.06 0.77
0.34 0.18 0.12
-0.09 0.02 0.34
0.37 0.05 -0.57
-0.40 -0.15 0.14
0.88 0.60 0.90
-0.43 -0.46 -1.02
-0.19 -0.06 0.12
0.26 -0.05 -0.59
0.40 0.10 -0.46
-0.38 -0.09 0.23
0.02 -0.04 -0.20
-0.78 0.62 2.86
-0.01 0.30 1.05
-0.99 -0.46 -0.01
-1.25 -0.29 0.30
0.07 -0.02 -0.39
-0.14 0.03 0.38
0.17 0.02 -0.44
0.90 0.40 -0.04
0.11 0.05 0.00
0.01 -0.05 0.02
-0.04 0.04 0.00
-0.03 0.00 0.12
0.12 0.06 0.08
-0.11 -0.09 -0.13
-0.13 -0.07 -0.02
-0.05 -0.02 0.02
-0.02 0.03 0.16
0.01 0.05 -0.03
-0.14 -0.10 0.11
0.03 0.01 0.33
-0.01 -0.01 -0.12
-0.18 -0.04 0.07

As for the net charge: +2. Its multiplicity is 2. Its HOMO-LUMO gap (alpha / beta) is 5.78 / 5.57 eV.